*w*
Here is a cluster of 2 separate species, CH5NO2Si in total from OMol25. Energies are from the ωB97M-V functional and the def2-TZVPD basis.

Geometry (Å):
Si: -0.6947 0.8919 0.5994
O: -2.0651 -1.2274 0.1687
O: -1.2398 -0.3877 -1.6787
N: -1.4328 -0.4156 -0.4460
C: 1.6302 -0.1999 -0.1293
H: 1.4573 -1.2365 0.0486
H: 1.7240 0.1084 -1.1121
H: -0.5002 0.2078 1.7833
H: 2.3179 0.0875 0.5968
H: -1.1967 2.1716 0.1691

Properties
**2S+1**: 1
**Gap between HOMO and LUMO (spin up / spin down)**: 8.56 / 8.56 eV
**Total charge**: 0
**E_LUMO (spin up / spin down)**: -0.017 / -0.017 hartree

Löwdin atomic charge list, values in e, 6 entries:
1. Si 0.916
2. O -0.005
3. O -0.032
4. N -0.579
5. C -0.029
6. H -0.014

---

*x*
Here is a structure of composition CH5NO2Si from OMol25. Energies are from the ωB97M-V functional and the def2-TZVPD basis.

Geometry (Å):
Si: 0.0181 0.5364 0.5508
O: -2.5105 0.6240 -0.6374
O: -1.7788 -1.0616 0.5350
N: -1.6422 0.0182 -0.0643
C: 1.2014 -0.5531 -0.4528
H: 0.6215 2.2664 0.1269
H: 2.0723 0.1161 -0.2445
H: 0.8460 -0.6428 -1.5472
H: 1.4552 -1.6067 -0.2559
H: -0.2831 0.3031 1.9894

Properties
**2S+1**: 1
**Gap between HOMO and LUMO**: 10.54 eV
**Total charge**: 0
**E_LUMO**: -0.005 hartree

Löwdin atomic charge list, values in e, 6 entries:
1. Si 0.692
2. O 0.034
3. O -0.050
4. N -0.512
5. C -0.264
6. H 0.028

---

Most favorable first, least favorable last: *x*, *w*

---

*w*
Here is a cluster of 2 separate species, C3H6ClF in total from OMol25. Energies are from the ωB97M-V functional and the def2-TZVPD basis.

Geometry (Å):
Cl: -0.4149 -0.0100 -2.1250
F: 1.0844 0.9051 0.9994
C: 0.1227 -0.0376 1.1195
C: -1.0555 0.3776 0.8935
C: 0.7188 -1.2637 1.6619
H: -0.1589 -1.8885 2.0466
H: -0.9065 0.8797 -1.3958
H: -1.1244 1.4952 0.4780
H: 1.2879 -0.9712 2.5696
H: -1.9358 -0.2842 0.6831
H: 1.4165 -1.6651 0.6996

Properties
**2S+1**: 1
**Gap between HOMO and LUMO**: 10.74 eV
**Total charge**: 0
**Structure (SMILES)**: C=C(C)F.Cl
**E_LUMO**: 0.034 hartree

Löwdin atomic charge list, values in e, 6 entries:
1. Cl 0.358
2. F 0.011
3. C -0.566
4. C -0.038
5. C -0.039
6. H 0.103

---

*x*
Here is an isolated molecule of C3H6ClF from OMol25. Energies are from the ωB97M-V functional and the def2-TZVPD basis.

Geometry (Å):
Cl: 0.6513 -0.3947 1.6083
F: -0.1277 0.5327 -2.1566
C: -0.2716 -0.1227 -0.9165
C: -1.6236 -0.0520 -0.2060
C: 0.8193 0.4258 0.0148
H: -2.4220 -0.7759 -0.6796
H: -2.0365 0.9640 -0.1422
H: -0.1777 -1.2368 -1.0378
H: 0.6721 1.5757 0.1381
H: -1.3751 -0.4834 0.7716
H: 1.8716 0.3640 -0.3361

Properties
**2S+1**: 1
**Gap between HOMO and LUMO**: 11.90 eV
**Total charge**: 0
**Structure (SMILES)**: C[C@@H](F)CCl
**E_LUMO**: 0.037 hartree

Löwdin atomic charge list, values in e, 6 entries:
1. Cl 0.578
2. F -0.036
3. C -0.464
4. C -0.106
5. C -0.512
6. H 0.117

---

*y*
Here is an isolated molecule of C3H6ClF from OMol25. Energies are from the ωB97M-V functional and the def2-TZVPD basis.

Geometry (Å):
Cl: 0.2231 0.3328 -2.5023
F: 1.0355 -1.8686 -1.0944
C: -0.6726 0.7481 0.9027
C: 0.2711 -0.7355 -0.9473
C: 0.5985 0.0661 0.3684
H: -0.7515 -0.9612 -0.7224
H: 1.4019 0.6783 0.1637
H: -0.7921 0.4464 1.9476
H: 0.8302 -0.7703 1.0391
H: -0.8059 1.8001 0.6729
H: -1.3382 0.2638 0.1720

Properties
**2S+1**: 1
**Gap between HOMO and LUMO**: 11.98 eV
**Total charge**: 0
**Structure (SMILES)**: CC[C@H](F)Cl
**E_LUMO**: 0.037 hartree

Löwdin atomic charge list, values in e, 6 entries:
1. Cl 0.520
2. F -0.028
3. C -0.083
4. C -0.638
5. C -0.234
6. H 0.066

---

Most favorable first, least favorable last: *x*, *y*, *w*

---

*w*
Here is a cluster of 5 separate species, C2H13NO4 in total from OMol25. Energies are from the ωB97M-V functional and the def2-TZVPD basis.

Geometry (Å):
O: -2.2960 1.0640 -0.0382
O: 1.2508 1.8901 0.8323
O: 2.3060 -0.6691 0.9653
O: -1.0977 -0.5444 1.7626
N: -0.9319 -1.4973 -1.0757
C: 0.4939 0.2860 -1.8257
C: 0.3030 -0.9656 -1.4206
H: 1.1509 -1.5620 -1.1107
H: -1.7511 -1.0339 -1.4240
H: 3.1399 -0.7230 1.3918
H: -0.9660 -2.5072 -1.1432
H: -2.8528 1.7869 0.2340
H: -1.2904 -1.1745 1.0234
H: 1.4483 2.6053 0.1867
H: 1.5084 0.6260 -2.0334
H: -0.1520 1.1119 -2.0849
H: 2.0416 0.2766 1.0043
H: -0.1386 -0.6704 1.8309
H: 0.5119 1.4686 0.4080
H: -1.8572 0.6569 0.7263

Properties
**2S+1**: 1
**Gap between HOMO and LUMO**: 9.19 eV
**Total charge**: 0
**Structure (SMILES)**: C=CN.O.O.O.O
**E_LUMO**: 0.026 hartree

Löwdin atomic charge list, values in e, 6 entries:
1. O -0.072
2. O -0.054
3. O -0.061
4. O -0.075
5. N 0.028
6. C -0.049

---

*x*
Here is a cluster of 4 separate species, C2H13NO4 in total from OMol25. Energies are from the ωB97M-V functional and the def2-TZVPD basis.

Geometry (Å):
O: -2.4056 0.6316 0.1704
O: 1.5726 -0.8404 2.9236
O: 1.5113 -0.7112 0.2169
O: -1.8656 4.7795 0.2699
N: 0.4815 -1.1246 -1.8626
C: 0.8281 -2.5442 -1.8681
C: 0.2829 -0.6473 -0.5001
H: 0.8064 -2.9624 -2.8730
H: 1.8611 -2.7185 -1.5587
H: -0.4376 -1.0753 -2.2980
H: 2.0931 -0.1271 -0.2939
H: 0.1846 -3.1298 -1.1988
H: 1.2494 -1.3565 2.1774
H: 2.3299 -1.3166 3.2723
H: -0.3814 -1.3250 0.0500
H: -0.9060 4.8477 0.2535
H: -0.0561 0.3831 -0.5474
H: -2.4173 0.5765 1.1346
H: -2.0277 3.8989 0.6236
H: -3.0408 -0.0127 -0.1517

Properties
**2S+1**: 1
**Gap between HOMO and LUMO**: 9.91 eV
**Total charge**: 0
**Structure (SMILES)**: CNCO.O.O.O
**E_LUMO**: 0.013 hartree

Löwdin atomic charge list, values in e, 6 entries:
1. O -0.055
2. O -0.072
3. O -0.080
4. O -0.059
5. N -0.103
6. C -0.141

---

*y*
Here is a cluster of 5 separate species, C2H13NO4 in total from OMol25. Energies are from the ωB97M-V functional and the def2-TZVPD basis.

Geometry (Å):
O: 0.2614 1.5835 0.4176
O: -1.5090 -1.6607 0.6824
O: -1.5076 0.3740 2.7648
O: -0.8303 3.7749 -1.0978
N: 1.0395 -1.8574 -1.0235
C: 0.9027 -1.4310 -2.2126
C: 2.2324 -1.6782 -0.2989
H: 1.8632 -0.9358 0.4827
H: -0.7254 3.0663 -0.4170
H: -1.9231 -1.2787 -0.1027
H: -0.3872 4.6659 -0.8257
H: 2.4055 -2.5785 0.2575
H: 1.8197 -1.2996 -2.8729
H: -0.5637 -1.9447 0.3316
H: 0.0501 1.1370 1.2238
H: -0.0514 -1.2698 -2.6618
H: 2.9800 -1.2543 -0.9702
H: -1.1624 0.1985 3.5759
H: -1.4762 -0.5986 2.3811
H: -0.2318 1.1754 -0.3040

Properties
**2S+1**: 1
**Gap between HOMO and LUMO**: 10.63 eV
**Total charge**: 0
**Structure (SMILES)**: C=NC.O.O.O.O
**E_LUMO**: 0.017 hartree

Löwdin atomic charge list, values in e, 6 entries:
1. O -0.046
2. O -0.117
3. O -0.065
4. O -0.135
5. N -0.146
6. C -0.038

---

*z*
Here is a cluster of 4 separate species, C2H13NO4 in total from OMol25. Energies are from the ωB97M-V functional and the def2-TZVPD basis.

Geometry (Å):
O: 1.0439 -1.3695 1.1723
O: 0.5610 1.8237 -2.7809
O: -0.1075 0.9770 2.6298
O: -0.3084 2.5941 0.0734
N: -0.2816 -1.8745 -0.8860
C: 0.7577 -1.0997 -0.2267
C: -1.6557 -1.7450 -0.2612
H: -2.4248 -2.2735 -0.9528
H: -0.1644 -0.0400 2.3836
H: 1.7301 -1.1946 -0.7707
H: 0.2796 0.9942 -3.0279
H: -1.7924 -0.6620 -0.1452
H: 0.8731 -2.3334 1.2108
H: 0.8862 1.1000 2.8552
H: -1.6282 -2.2400 0.8111
H: -0.3029 1.9987 0.9107
H: 0.4593 -0.0053 -0.3892
H: -0.4804 3.4396 0.4933
H: 0.4453 2.0554 -1.8812
H: -0.0334 -2.8520 -1.1256

Properties
**2S+1**: 1
**Gap between HOMO and LUMO**: 10.08 eV
**Total charge**: 0
**Structure (SMILES)**: CNCO.O.O.O
**E_LUMO**: 0.016 hartree

Löwdin atomic charge list, values in e, 6 entries:
1. O -0.105
2. O -0.013
3. O -0.145
4. O -0.096
5. N -0.137
6. C -0.302

---

Most favorable first, least favorable last: *w*, *x*, *z*, *y*

---

*w*
Here is a cluster of 4 separate species, C2H13NO4 in total from OMol25. Energies are from the ωB97M-V functional and the def2-TZVPD basis.

Geometry (Å):
O: 0.2664 -0.7447 -1.0849
O: 2.5541 -3.4752 1.3642
O: -2.5979 3.9523 2.5905
O: -1.1968 -3.2061 2.7584
N: 0.1520 2.4284 -1.8858
C: 0.1598 -0.0571 -2.2637
C: 0.9415 1.3630 -2.4796
H: 2.4336 -2.8068 2.0470
H: 0.6904 -0.1627 -0.4809
H: -0.2857 -3.0444 2.5081
H: -1.5585 -3.4224 1.8825
H: 1.9648 1.2427 -2.2281
H: 0.0540 3.3625 -2.5364
H: -2.0502 4.6344 2.0943
H: -0.8546 0.0170 -2.4981
H: 0.8882 1.5030 -3.6043
H: 0.4988 -0.6203 -3.1891
H: -0.7056 2.1442 -1.4569
H: -3.4890 4.3598 2.1859
H: 2.5355 -4.2524 1.9114

Properties
**2S+1**: 1
**Gap between HOMO and LUMO**: 9.55 eV
**Total charge**: 0
**Structure (SMILES)**: NCCO.O.O.O
**E_LUMO**: 0.020 hartree

Löwdin atomic charge list, values in e, 6 entries:
1. O -0.034
2. O -0.048
3. O -0.147
4. O -0.060
5. N -0.066
6. C -0.288

---

*x*
Here is a cluster of 5 separate species, C2H13NO4 in total from OMol25. Energies are from the ωB97M-V functional and the def2-TZVPD basis.

Geometry (Å):
O: -1.9035 -0.8693 -0.6953
O: 2.6358 1.1273 -1.9910
O: -2.5231 1.1874 1.5114
O: -0.8923 1.6168 -2.0832
N: 0.2053 0.1287 1.4377
C: 1.6138 -2.0430 0.9943
C: 0.6761 -1.2163 1.5945
H: 0.1116 1.2826 -2.0009
H: -3.3450 0.8809 1.9340
H: 3.2540 1.1854 -1.2648
H: 1.1410 -2.6972 0.2443
H: 0.3246 0.5020 2.3718
H: 2.6561 -1.9972 1.0961
H: -2.5588 0.8814 0.6174
H: -0.7313 2.1426 -2.9126
H: -0.8738 0.1534 1.4410
H: -1.0279 -1.1738 -0.4465
H: -1.7980 -0.0663 -1.2777
H: 3.2218 0.7708 -2.7444
H: -0.1863 -1.7962 2.1740

Properties
**2S+1**: 1
**Gap between HOMO and LUMO**: 8.06 eV
**Total charge**: 0
**Structure (SMILES)**: C=CN.O.O.O.O
**E_LUMO**: 0.010 hartree

Löwdin atomic charge list, values in e, 6 entries:
1. O -0.077
2. O -0.086
3. O -0.055
4. O -0.129
5. N -0.014
6. C -0.033

---

Most favorable first, least favorable last: *w*, *x*

---

*w*
Here is a cluster of 2 separate species, C4H10N in total from OMol25. Energies are from the ωB97M-V functional and the def2-TZVPD basis.

Geometry (Å):
N: -1.3628 -0.0173 -0.7836
C: -2.2983 -0.6414 -0.1646
C: 1.5214 1.1677 -0.2627
C: 1.3397 -0.2922 0.1308
C: 0.8796 -0.8334 1.2717
H: 1.3975 -0.9140 -0.7662
H: 1.1831 -0.4775 2.2521
H: 0.3287 -1.7707 1.2865
H: -1.6343 0.3230 -1.7090
H: 2.4761 1.6167 0.0189
H: -2.9211 -1.3341 -0.7321
H: 1.3169 1.3529 -1.3111
H: -0.5016 0.4159 -0.3761
H: 0.8077 1.8169 0.2817
H: -2.5328 -0.4125 0.8636

Properties
**2S+1**: 1
**Gap between HOMO and LUMO**: 7.27 eV
**Total charge**: +1
**E_LUMO**: -0.228 hartree

Löwdin atomic charge list, values in e, 6 entries:
1. N 0.181
2. C 0.174
3. C -0.109
4. C -0.252
5. C -0.002
6. H 0.103

---

*x*
Here is a cluster of 2 separate species, C4H10N in total from OMol25. Energies are from the ωB97M-V functional and the def2-TZVPD basis.

Geometry (Å):
N: 0.0476 1.6875 1.4033
C: 0.6473 -0.5350 -2.1872
C: -0.2177 -0.9123 -0.9887
C: 0.1627 -1.9657 -0.1890
C: -1.0140 1.3495 2.1977
H: -1.8552 1.0072 1.6192
H: 1.1408 -2.0892 0.1283
H: -0.5098 -2.4888 0.4676
H: 1.7019 -0.9053 -2.2670
H: 0.6149 2.1963 1.9415
H: -1.1469 -0.2477 -0.8581
H: 0.1174 -0.4328 -3.1714
H: -0.9110 1.4880 3.2659
H: 0.8158 0.4570 -1.9003
H: 0.4060 1.3912 0.5382

Properties
**2S+1**: 1
**Gap between HOMO and LUMO**: 5.66 eV
**Total charge**: +1
**E_LUMO**: -0.248 hartree

Löwdin atomic charge list, values in e, 6 entries:
1. N 0.246
2. C -0.120
3. C -0.245
4. C 0.000
5. C 0.279
6. H 0.115

---

Most favorable first, least favorable last: *w*, *x*

---

*w*
Here is a structure of composition C4H10N from OMol25. Energies are from the ωB97M-V functional and the def2-TZVPD basis.

Geometry (Å):
N: -1.9519 0.3145 -0.3493
C: 0.0203 -1.2477 -0.2282
C: 1.9267 0.2859 -0.1243
C: 0.6328 0.2101 -0.5236
C: -0.5183 -0.0836 0.3622
H: 2.7459 0.7420 -0.7239
H: 0.4277 0.6995 -1.5054
H: -2.0444 1.2703 0.1622
H: 0.2592 0.8204 1.9003
H: -1.9480 0.4794 -1.4240
H: 0.7970 0.5141 2.4403
H: -2.7530 -0.1638 -0.1062
H: 2.0835 -0.2343 0.8565
H: 0.8017 -1.7703 0.2460
H: -0.4791 -1.8364 -0.9826

Properties
**2S+1**: 1
**Gap between HOMO and LUMO (spin up / spin down)**: 7.69 / 7.63 eV
**Total charge**: +1
**E_LUMO (spin up / spin down)**: -0.189 / -0.191 hartree

Löwdin atomic charge list, values in e, 6 entries:
1. N 0.176
2. C 0.014
3. C 0.139
4. C -0.335
5. C -0.212
6. H 0.119

---

*x*
Here is the ion C4H10N with charge +1 from OMol25. Energies are from the ωB97M-V functional and the def2-TZVPD basis.

Geometry (Å):
N: 0.2758 -0.2995 -1.1337
C: -0.3385 -0.4333 1.2092
C: 0.0648 1.0830 -0.6156
C: 0.3903 0.8772 0.8683
C: -0.4226 -1.1982 -0.1284
H: 0.1068 -2.1473 -0.0765
H: -0.1452 -0.5031 -2.0396
H: -1.4492 -1.3938 -0.4164
H: 0.0285 1.6581 1.5329
H: -0.9593 1.3814 -0.7950
H: 0.7895 1.7800 -1.0229
H: 1.4695 0.8150 0.9717
H: -1.2953 -0.2665 1.6973
H: 1.2694 -0.5199 -1.1447
H: 0.2018 -1.0508 1.8984

Properties
**2S+1**: 1
**Gap between HOMO and LUMO**: 12.99 eV
**Total charge**: +1
**Structure (SMILES)**: C1CC[NH2+]C1
**E_LUMO**: -0.128 hartree

Löwdin atomic charge list, values in e, 6 entries:
1. N 0.067
2. C -0.141
3. C -0.102
4. C -0.141
5. C -0.087
6. H 0.134

---

*y*
Here is a cluster of 2 separate species, C4H10N in total from OMol25. Energies are from the ωB97M-V functional and the def2-TZVPD basis.

Geometry (Å):
N: -1.7471 -0.1100 -0.2696
C: 1.1859 1.1954 0.0009
C: 1.3376 -0.0335 0.5249
C: -2.6571 0.5835 0.2775
C: 1.6389 -1.3079 -0.1903
H: 2.5395 -1.7384 0.2369
H: -3.6985 0.3697 0.0579
H: -0.7601 0.1813 -0.1000
H: -1.8032 -0.7841 -1.0286
H: 1.7900 -1.1524 -1.2550
H: 1.5356 2.0850 0.5080
H: 0.8599 1.2680 -1.0377
H: 0.8589 -2.0540 -0.0338
H: -2.4178 1.5545 0.6957
H: 1.3375 -0.0571 1.6130

Properties
**2S+1**: 1
**Gap between HOMO and LUMO**: 7.82 eV
**Total charge**: +1
**E_LUMO**: -0.208 hartree

Löwdin atomic charge list, values in e, 6 entries:
1. N 0.200
2. C -0.020
3. C -0.257
4. C 0.170
5. C -0.091
6. H 0.091

---

*z*
Here is a cluster of 2 separate species, C4H10N in total from OMol25. Energies are from the ωB97M-V functional and the def2-TZVPD basis.

Geometry (Å):
N: -0.3129 -0.0354 -0.1852
C: -0.9990 1.1552 -0.0479
C: -0.9842 -1.3240 0.1798
C: 2.1222 0.1246 -0.1809
C: 1.0267 -0.0871 0.4063
H: 0.8897 -0.3713 1.5052
H: -0.2055 -0.1333 -1.7201
H: -1.9183 1.2924 -0.6990
H: -1.1749 -1.2591 1.1936
H: -1.5455 1.3447 0.9347
H: -1.8987 -1.2262 -0.4204
H: -0.1568 -1.9967 -0.0470
H: -0.3222 2.0362 -0.1208
H: 3.0421 0.0004 0.4335
H: 2.4374 0.4796 -1.2317

Properties
**2S+1**: 1
**Gap between HOMO and LUMO**: 10.15 eV
**Total charge**: +1
**E_LUMO**: -0.206 hartree

Löwdin atomic charge list, values in e, 6 entries:
1. N -0.272
2. C -0.111
3. C 0.022
4. C 0.057
5. C -0.214
6. H 0.175

---

Most favorable first, least favorable last: *x*, *y*, *z*, *w*